Entry 1:
Here is a structure of composition C15H18Br24N2O7S at a distorted geometry from the OMol25 dataset. Energies are from ωB97M-V with the def2-TZVPD basis set.

Structure (XYZ):
```
67
Properties=species:S:1:pos:R:3:mulliken_charge:R:1
C 0.347 1.789 2.572 -1.789
C 0.166 1.943 0.996 1.026
C -1.345 2.162 0.598 -0.164
C -2.190 0.843 0.405 -0.833
O -3.500 0.901 1.021 -0.435
C -4.413 1.548 0.131 -0.007
O -4.311 2.719 -0.111 -0.394
O 0.722 3.310 0.809 -0.438
S 1.460 3.475 -0.643 1.236
O 0.700 4.004 -1.764 -0.531
O 2.660 4.262 -0.466 -0.634
O 1.705 1.879 -1.002 -0.466
C 1.109 1.085 0.076 1.271
N 0.571 -0.091 -0.619 -0.710
N 2.339 0.590 0.790 -0.697
C 2.142 -0.550 1.272 0.610
O 1.624 -1.399 1.874 -0.392
H -0.164 2.671 3.030 0.463
H -0.009 0.795 2.939 0.287
H 1.455 1.916 2.747 0.429
H -1.820 2.716 1.463 0.488
H -1.408 2.876 -0.272 -0.336
H -1.622 -0.091 0.687 0.430
H -2.379 0.734 -0.710 0.242
H -5.282 1.019 -0.350 0.597
H 1.300 -0.337 -1.306 0.349
H -0.231 0.163 -1.215 0.233
C 5.705 -2.277 -0.078 -0.325
Br 6.406 -1.622 -1.758 0.043
Br 6.675 -1.564 1.433 -0.015
Br 3.799 -1.960 0.075 0.075
H 5.850 -3.353 -0.071 0.337
C 7.948 0.756 -4.529 0.045
Br 9.155 2.231 -4.200 -0.007
Br 6.291 1.347 -5.331 0.009
Br 8.791 -0.642 -5.570 0.006
H 7.699 0.328 -3.563 -0.100
C -7.454 1.163 2.859 -0.349
Br -8.005 2.997 3.146 -0.068
Br -5.602 1.043 2.308 0.228
Br -7.814 0.054 4.401 -0.005
H -8.056 0.775 2.043 0.360
C 7.249 -4.409 -4.245 -0.014
Br 7.829 -4.540 -6.084 -0.023
Br 5.323 -4.421 -4.095 0.010
Br 8.062 -5.763 -3.130 0.035
H 7.591 -3.447 -3.874 0.007
C 10.147 -6.954 -0.112 -0.242
Br 9.529 -5.140 0.156 0.037
Br 11.997 -7.005 -0.672 0.004
Br 9.837 -8.055 1.447 -0.010
H 9.558 -7.375 -0.921 0.176
C -2.540 4.928 -3.223 -0.298
Br -2.622 5.151 -1.306 -0.003
Br -2.582 3.059 -3.728 -0.064
Br -3.915 5.947 -4.125 -0.054
H -1.584 5.324 -3.549 0.395
C -6.830 -3.945 2.592 -0.325
Br -6.079 -3.293 0.932 -0.009
Br -5.859 -3.281 4.126 -0.014
Br -8.723 -3.568 2.721 -0.004
H -6.721 -5.025 2.588 0.337
C -12.028 2.367 4.040 0.045
Br -12.092 2.565 5.962 -0.003
Br -12.072 0.507 3.509 -0.008
Br -13.412 3.396 3.164 -0.015
H -11.075 2.768 3.710 -0.029
```

The multiplicity is 1. The calculation puts the molecular weight at 2288.08 g mol⁻¹. As for the strongest force on any atom: 4.05 eV/A. Its HOMO energy is -10.14 eV. For the HOMO-LUMO gap, the calculation gives 9.42 eV.

=====

Entry 2:
Here is a structure of composition C15H18BrClN3O7Pt at a distorted geometry from the OMol25 dataset. Energies are from ωB97M-V with the def2-TZVPD basis set.

Structure (XYZ):
```
46
Properties=species:S:1:pos:R:3:mulliken_charge:R:1
Pt 1.336 0.243 -0.169 1.222
O 4.679 -1.752 1.337 -0.695
Cl 3.588 -1.845 0.420 1.785
O 3.825 -2.875 -0.563 -0.677
O 3.470 -0.548 -0.312 -0.703
O 2.344 -2.113 1.105 -0.558
C 2.763 2.580 3.037 -1.834
C 1.675 2.285 2.009 1.943
C 1.766 3.296 0.857 -1.673
C 0.292 2.385 2.674 -1.351
O 1.891 0.969 1.562 -0.731
H 2.609 3.559 3.496 0.393
H 3.742 2.557 2.553 0.407
H 2.750 1.810 3.812 0.400
H 1.787 4.322 1.237 0.452
H 0.911 3.180 0.193 0.249
H 2.677 3.098 0.287 0.336
H 0.171 3.331 3.211 0.429
H 0.185 1.556 3.376 0.315
H -0.485 2.304 1.915 0.191
N -2.119 0.145 -3.966 -0.535
C -1.190 -0.576 -3.250 0.626
C -0.050 0.045 -2.727 -0.262
N 0.843 -0.628 -2.016 -0.277
C 0.678 -1.960 -1.932 0.093
C -0.426 -2.563 -2.499 -0.476
N -1.381 -1.884 -3.128 -0.578
H -2.191 1.124 -3.743 0.273
H -2.995 -0.332 -4.100 0.272
H 0.126 1.104 -2.863 0.339
H 1.455 -2.532 -1.442 0.308
H -0.553 -3.637 -2.446 0.400
Br -5.595 -2.457 -0.656 -0.242
C -3.824 -2.004 -0.122 0.034
C -3.030 -2.976 0.465 -0.314
C -1.744 -2.634 0.853 -0.986
C -1.254 -1.353 0.629 -0.286
C -2.059 -0.388 0.035 0.219
C -3.366 -0.718 -0.325 -0.611
C -1.629 1.050 -0.244 0.434
O -2.512 1.877 -0.426 -0.748
O -0.374 1.350 -0.327 -0.791
H -3.417 -3.973 0.631 0.429
H -1.117 -3.371 1.339 0.468
H -0.253 -1.109 0.960 0.694
H -3.999 0.056 -0.736 0.618
```

The multiplicity is 1. The calculation puts the molecular weight at 662.76 g mol⁻¹. As for the strongest force on any atom: 2.19 eV/A. Its HOMO energy is -5.32 eV. The relative energy (zero: lowest compared OMol25 entry of this formula, charge and spin) is 17.33 kcal/mol. Its charge is -1. For the HOMO-LUMO gap, the calculation gives 7.32 eV.

=====

Entry 3:
Here is an isolated molecule of C15H18BrN3OS at a distorted geometry from the OMol25 dataset. Energies are from ωB97M-V with the def2-TZVPD basis set.

Structure (XYZ):
```
39
Properties=species:S:1:pos:R:3:mulliken_charge:R:1
O 0.802 -0.974 -2.039 -0.401
C -0.250 -1.291 -1.902 0.416
N -1.436 -0.643 -2.391 -0.020
C -1.508 0.447 -3.001 -0.188
S -2.800 0.486 -4.305 -0.331
N -0.559 1.502 -2.688 -0.145
C -0.038 1.598 -1.395 -0.645
C -0.812 1.843 -0.272 -1.213
C -0.077 1.811 0.747 1.247
C 0.423 0.691 1.437 -1.308
C 1.448 0.805 2.885 -1.419
C 1.356 2.182 3.314 -0.331
C 1.842 3.164 2.189 -1.124
C 0.440 3.147 1.397 -1.000
C -0.530 -2.732 -1.180 0.531
C -1.595 -3.074 -0.454 0.004
N -1.732 -4.214 0.196 -0.522
C -0.939 -5.101 -0.002 -0.433
C 0.418 -4.942 -0.720 0.071
Br 1.372 -6.344 -0.608 -0.089
C 0.492 -3.705 -1.435 -0.903
H -2.276 -1.487 -2.331 0.369
H -1.008 2.187 -3.239 0.311
H 0.643 2.651 -1.834 0.176
H 0.839 0.885 -1.538 0.653
H -1.493 1.004 -0.273 0.388
H -1.382 2.696 -0.210 0.503
H 0.129 -0.154 0.981 0.736
H 0.735 0.080 3.473 0.315
H 2.071 0.268 2.543 0.849
H 2.333 2.138 4.048 0.217
H 0.355 2.326 3.871 0.309
H 1.932 4.256 2.535 0.287
H 2.476 2.767 1.699 0.731
H 0.812 3.838 0.586 0.346
H -0.333 3.716 1.896 0.377
H -2.566 -2.277 -0.521 0.142
H -0.968 -6.007 0.432 0.536
H 1.385 -3.542 -1.891 0.557
```

The multiplicity is 1. The calculation puts the molecular weight at 368.30 g mol⁻¹. As for the strongest force on any atom: 19.20 eV/A. Its HOMO energy is -8.16 eV. The relative energy (zero: lowest compared OMol25 entry of this formula, charge and spin) is 336.50 kcal/mol. For the HOMO-LUMO gap, the calculation gives 7.98 eV. The SMILES is O=C(NC(=S)NCCC1=CCCCC1)c1cncc(Br)c1.

=====

Entry 4:
Here is a cluster of 2 separate species, C15H18BrO3S in total at a distorted geometry from the OMol25 dataset. Energies are from ωB97M-V with the def2-TZVPD basis set.

Structure (XYZ):
```
38
Properties=species:S:1:pos:R:3:mulliken_charge:R:1
C -2.347 4.018 1.151 -0.614
C -1.400 2.822 1.017 -0.608
C -1.403 2.278 -0.383 0.577
O -0.393 2.202 -1.031 -0.566
C -2.727 1.850 -0.948 -0.627
C -3.733 3.004 -0.928 -0.618
S -4.037 3.600 0.730 -0.159
H -2.342 4.425 2.167 0.348
H -2.028 4.826 0.487 0.336
H -0.374 3.100 1.284 0.304
H -1.691 2.028 1.713 0.309
H -2.572 1.479 -1.969 0.310
H -3.111 1.004 -0.369 0.309
H -3.351 3.840 -1.519 0.333
H -4.691 2.715 -1.371 0.351
C 2.712 -0.503 4.322 -1.187
C 2.869 -0.929 2.880 -0.151
O 1.633 -1.166 2.249 -0.369
C 1.853 -1.441 0.922 0.621
C 0.724 -1.909 0.176 -1.215
C 0.762 -2.281 -1.173 1.144
C 1.898 -2.060 -1.979 -0.589
C 1.916 -2.450 -3.294 -0.449
C 0.819 -3.092 -3.838 0.034
Br 0.875 -3.640 -5.641 -0.292
C -0.303 -3.344 -3.068 -0.325
C -0.347 -2.928 -1.761 -0.762
O 2.964 -1.350 0.409 -0.763
H 3.663 -0.518 4.856 0.367
H 2.300 0.505 4.386 0.277
H 2.020 -1.172 4.835 0.298
H 3.402 -0.176 2.283 0.281
H 3.451 -1.859 2.799 0.271
H -0.200 -2.024 0.713 0.254
H 2.753 -1.579 -1.539 0.470
H 2.780 -2.263 -3.911 0.389
H -1.129 -3.885 -3.502 0.370
H -1.214 -3.128 -1.157 0.338
```

The multiplicity is 1. The calculation puts the molecular weight at 358.28 g mol⁻¹. As for the strongest force on any atom: 3.37 eV/A. Its HOMO energy is -2.48 eV. Its charge is -1. For the HOMO-LUMO gap, the calculation gives 4.80 eV.

=====

Entry 5:
Here is a cluster of 4 separate species, C15H18F9N2O9 in total at a distorted geometry from the OMol25 dataset. Energies are from ωB97M-V with the def2-TZVPD basis set.

Structure (XYZ):
```
53
Properties=species:S:1:pos:R:3:mulliken_charge:R:1
O -3.117 -4.051 1.328 -0.493
C -3.547 -3.013 0.970 0.698
N -4.267 -2.192 0.425 -0.348
N -5.228 -1.531 1.256 -0.216
C -6.236 -2.443 1.813 -0.635
C -6.944 -3.325 0.766 0.565
O -6.302 -4.205 0.170 -0.693
O -8.124 -3.050 0.595 -0.732
H -5.729 -0.916 0.634 0.276
H -7.004 -1.818 2.246 0.367
H -5.837 -3.037 2.632 0.255
C 1.904 -0.744 1.996 -1.079
C 1.199 0.473 2.557 -0.203
O -0.226 0.294 2.563 -0.341
C -0.720 -0.424 3.564 0.282
O -0.094 -0.920 4.450 -0.538
C -2.247 -0.499 3.436 1.011
F -2.602 -0.780 2.188 -0.247
F -2.801 0.676 3.774 -0.277
F -2.752 -1.428 4.237 -0.256
H 1.519 -0.985 1.004 0.237
H 2.976 -0.562 1.924 0.385
H 1.744 -1.617 2.629 0.350
H 1.385 1.338 1.922 0.313
H 1.550 0.718 3.559 0.338
C -1.652 -3.261 -1.911 -1.024
C -0.701 -3.207 -3.084 -0.366
O -0.380 -1.841 -3.432 -0.314
C 0.531 -1.251 -2.683 0.375
O 1.116 -1.728 -1.758 -0.529
C 0.779 0.172 -3.201 0.912
F -0.361 0.818 -3.451 -0.268
F 1.483 0.145 -4.344 -0.277
F 1.469 0.892 -2.320 -0.236
H -2.548 -2.673 -2.111 0.361
H -1.948 -4.289 -1.704 0.437
H -1.190 -2.850 -1.014 0.246
H -1.168 -3.635 -3.968 0.331
H 0.214 -3.766 -2.891 0.324
C 3.317 3.671 -2.457 -1.016
C 4.386 4.739 -2.372 -0.367
O 4.707 5.052 -1.002 -0.310
C 5.527 4.212 -0.392 0.347
O 6.021 3.235 -0.864 -0.504
C 5.798 4.703 1.036 0.900
F 4.670 5.065 1.653 -0.245
F 6.613 5.766 1.015 -0.257
F 6.378 3.757 1.765 -0.239
H 2.434 3.968 -1.891 0.314
H 3.029 3.503 -3.494 0.407
H 3.667 2.727 -2.041 0.320
H 4.024 5.667 -2.808 0.323
H 5.288 4.452 -2.910 0.336
```

The multiplicity is 1. The calculation puts the molecular weight at 541.30 g mol⁻¹. As for the strongest force on any atom: 2.55 eV/A. Its HOMO energy is -4.11 eV. The relative energy (zero: lowest compared OMol25 entry of this formula, charge and spin) is 0.00 kcal/mol. Its charge is -1. For the HOMO-LUMO gap, the calculation gives 5.88 eV.

=====

Entry 6:
Here is an isolated molecule of C15H18FN3O4S at a distorted geometry from the OMol25 dataset. Energies are from ωB97M-V with the def2-TZVPD basis set.

Structure (XYZ):
```
42
Properties=species:S:1:pos:R:3:mulliken_charge:R:1
C 2.017 1.941 -2.004 -1.295
N 1.176 0.808 -1.683 0.324
C -0.113 0.850 -2.361 -0.571
C -1.083 1.368 -1.356 0.182
N -1.645 0.677 -0.413 -0.246
C -2.295 1.620 0.328 0.568
C -2.998 1.273 1.588 -1.058
C -1.938 0.757 2.528 0.161
C -1.227 1.618 3.353 -0.355
C -0.198 1.150 4.153 -0.683
C 0.146 -0.191 4.131 -0.349
C -0.546 -1.069 3.316 -0.536
C -1.574 -0.584 2.529 0.714
F -2.247 -1.454 1.746 -0.444
N -2.138 2.823 -0.145 -0.615
O -1.350 2.672 -1.248 -0.176
C 1.856 -0.462 -1.556 -0.444
C 1.765 -1.383 -2.769 -0.916
S 0.426 -2.565 -2.349 1.146
O -0.663 -2.438 -3.278 -0.688
O 1.029 -3.864 -2.184 -0.677
C 0.021 -1.925 -0.696 -0.497
C 1.340 -1.281 -0.327 -0.518
O 2.291 -2.252 0.030 -0.624
H 2.399 1.914 -3.035 0.382
H 1.440 2.854 -1.869 0.356
H 2.860 1.971 -1.317 0.363
H -0.444 -0.135 -2.693 0.276
H -0.087 1.525 -3.224 0.526
H -3.487 2.160 1.986 0.402
H -3.732 0.492 1.383 0.339
H -1.486 2.666 3.361 0.431
H 0.339 1.836 4.789 0.404
H 0.954 -0.556 4.747 0.399
H -0.299 -2.118 3.278 0.466
H 2.905 -0.235 -1.338 0.598
H 2.666 -1.971 -2.910 0.342
H 1.506 -0.869 -3.689 0.420
H -0.808 -1.224 -0.719 0.201
H -0.212 -2.772 -0.058 0.587
H 1.244 -0.607 0.531 0.581
H 2.190 -3.017 -0.558 0.527
```

The multiplicity is 1. The calculation puts the molecular weight at 355.39 g mol⁻¹. As for the strongest force on any atom: 1.34 eV/A. Its HOMO energy is -9.14 eV. For the HOMO-LUMO gap, the calculation gives 9.76 eV. The SMILES is CN(Cc1nc(Cc2ccccc2F)no1)[C@@H]1CS(=O)(=O)C[C@H]1O.

=====

- Look up the strongest force on any atom of the sixth one.
  1.34 eV/A